The following is a DFT calculation (wB97M-V/def2-TZVPD) of the molecule C5H10Se in a non-equilibrium geometry.

XYZ file:
```
16
Properties=species:S:1:pos:R:3:mulliken_charge:R:1
C 1.34720 -0.45322 0.58865 -0.841
C 1.46372 -0.01203 -0.83222 0.078
C -0.99971 1.49739 0.68223 -0.746
C 1.05630 -0.34271 -2.03582 -0.747
C -1.86783 -1.16316 1.02831 -0.954
Se -0.49664 -0.15935 1.60663 0.357
H 2.13918 -0.02295 1.32366 0.292
H 1.21100 -1.52294 0.60487 0.368
H 2.01416 1.00764 -0.95485 0.210
H -1.27781 2.25117 1.37455 0.319
H -0.06296 1.76539 0.12541 0.207
H -1.71151 1.17745 0.01343 0.287
H 1.12391 0.19533 -2.88098 0.311
H 0.41669 -1.22586 -2.17700 0.221
H -2.01814 -2.10832 1.40841 0.372
H -2.33756 -0.88381 0.12472 0.266
```

Summary:
**Total energy**: -70688.751 eV
**ΔE to the lowest compared entry with this formula, charge and spin**: 2.550 eV
**Kohn-Sham gap**: 7.71 eV